{
  "formula": "C14H18N2O",
  "method": "the ωB97M-V functional and the def2-TZVPD basis",
  "symbols": ["C", "C", "C", "C", "C", "C", "C", "C", "O", "C", "C", "C", "N", "C", "C", "N", "C", "H", "H", "H", "H", "H", "H", "H", "H", "H", "H", "H", "H", "H", "H", "H", "H", "H", "H"],
  "coordinates": [[-2.541, -0.062, -1.848], [-1.613, 0.709, -0.950], [-1.097, 1.919, -1.398], [-0.330, 2.723, -0.579], [-0.118, 2.350, 0.735], [-0.601, 1.143, 1.213], [-0.429, 0.772, 2.655], [-1.298, 0.290, 0.346], [-1.679, -0.929, 0.881], [-1.398, -2.115, 0.163], [-0.052, -2.124, -0.566], [1.154, -1.939, 0.371], [1.973, -0.817, -0.012], [2.485, 0.136, 0.821], [3.193, 0.993, 0.031], [3.133, 0.585, -1.263], [2.403, -0.495, -1.255], [-2.028, -0.856, -2.392], [-2.975, 0.612, -2.583], [-3.350, -0.503, -1.269], [-1.316, 2.235, -2.408], [0.076, 3.649, -0.954], [0.438, 2.995, 1.398], [-1.327, 1.047, 3.208], [0.416, 1.298, 3.093], [-0.298, -0.301, 2.774], [-2.192, -2.335, -0.561], [-1.416, -2.899, 0.928], [-0.045, -1.316, -1.298], [0.025, -3.069, -1.107], [1.769, -2.848, 0.378], [0.808, -1.761, 1.392], [2.312, 0.120, 1.877], [3.741, 1.871, 0.308], [2.175, -1.077, -2.126]],
  "lowdin_charge": [-0.0356, -0.2088, -0.0468, -0.0752, -0.0535, -0.2125, -0.0362, -0.2000, -0.0568, -0.1936, -0.1370, -0.1138, -0.0821, -0.0868, -0.1624, 0.0573, -0.1865, 0.0798, 0.0807, 0.0857, 0.1103, 0.1031, 0.1135, 0.0909, 0.0762, 0.0677, 0.1089, 0.1314, 0.0917, 0.1201, 0.1288, 0.1174, 0.1089, 0.0915, 0.1236],
  "orbital_gap_ev": 9.16,
  "lumo_energy_ev": 0.77,
  "smiles": "Cc1cccc(C)c1OCCCn1ccnc1",
  "spin_multiplicity": 1
}

=====

{
  "formula": "C14H18N2O6",
  "method": "the ωB97M-V functional and the def2-TZVPD basis",
  "symbols": ["N", "C", "C", "C", "C", "O", "O", "C", "O", "N", "C", "C", "C", "C", "C", "C", "O", "C", "C", "C", "O", "O", "H", "H", "H", "H", "H", "H", "H", "H", "H", "H", "H", "H", "H", "H", "H", "H", "H", "H"],
  "coordinates": [[1.790, 0.971, 1.827], [0.334, 1.227, 1.637], [-0.213, 2.409, 2.392], [0.312, 2.559, 3.818], [0.026, 1.388, 4.662], [-0.761, 0.520, 4.410], [0.715, 1.369, 5.846], [0.066, 1.362, 0.156], [-0.151, 2.476, -0.348], [0.186, 0.219, -0.601], [0.601, -1.160, -0.195], [-0.475, -2.184, -0.664], [-0.864, -1.825, -2.038], [-2.055, -1.064, -2.282], [-2.497, -0.655, -3.490], [-1.666, -0.961, -4.612], [-2.109, -0.587, -5.888], [-0.568, -1.734, -4.452], [-0.169, -2.146, -3.155], [2.098, -1.464, -0.567], [2.484, -2.427, -1.206], [2.949, -0.594, -0.083], [1.880, 0.396, 2.678], [2.260, 1.901, 1.843], [-0.149, 0.332, 2.093], [-1.305, 2.323, 2.522], [0.217, 3.144, 1.811], [1.394, 2.713, 3.934], [-0.130, 3.443, 4.319], [0.458, 0.538, 6.302], [0.200, 0.457, -1.589], [0.704, -1.100, 0.907], [-1.394, -2.181, -0.090], [0.047, -3.171, -0.641], [-2.711, -0.836, -1.399], [-3.302, 0.053, -3.500], [-1.538, -1.017, -6.530], [0.029, -2.007, -5.357], [0.765, -2.735, -3.049], [2.541, 0.049, 0.580]],
  "lowdin_charge": [0.0716, -0.3145, -0.1291, -0.1060, -0.5425, 0.1147, 0.0870, -0.4062, 0.0561, 0.1300, -0.1628, -0.0819, -0.2790, -0.0552, -0.0086, -0.2962, 0.0303, -0.0265, -0.0319, -0.4848, 0.0901, 0.0993, 0.1209, 0.1331, 0.1420, 0.1518, 0.0912, 0.1257, 0.1487, 0.1344, 0.1564, 0.1366, 0.1164, 0.1387, 0.1307, 0.1132, 0.0888, 0.1301, 0.1241, 0.0632],
  "orbital_gap_ev": 8.82,
  "lumo_energy_ev": 0.17,
  "smiles": "N[C@@H](CCC(=O)O)C(=O)N[C@@H](Cc1ccc(O)cc1)C(=O)O",
  "spin_multiplicity": 1
}

=====

{
  "formula": "C14H18N4O2",
  "method": "the ωB97M-V functional and the def2-TZVPD basis",
  "symbols": ["C", "C", "O", "N", "C", "C", "C", "C", "N", "C", "O", "C", "N", "C", "C", "C", "C", "N", "C", "C", "H", "H", "H", "H", "H", "H", "H", "H", "H", "H", "H", "H", "H", "H", "H", "H", "H", "H"],
  "coordinates": [[-7.196, 0.004, -0.693], [-5.914, 0.524, -0.073], [-5.882, 1.441, 0.714], [-4.817, -0.163, -0.509], [-3.473, 0.013, -0.169], [-3.038, 0.986, 0.726], [-1.695, 1.103, 1.017], [-0.755, 0.259, 0.428], [0.592, 0.435, 0.771], [1.685, -0.265, 0.356], [1.655, -1.189, -0.428], [2.975, 0.275, 0.991], [4.196, -0.433, 0.678], [4.273, -1.731, 1.319], [4.538, -0.536, -0.734], [4.434, 0.794, -1.491], [5.096, 1.869, -0.797], [5.608, 2.731, -0.248], [-1.188, -0.714, -0.468], [-2.532, -0.830, -0.758], [-7.347, -1.039, -0.423], [-8.032, 0.592, -0.325], [-7.151, 0.085, -1.777], [-4.983, -0.910, -1.170], [-3.754, 1.644, 1.188], [-1.369, 1.862, 1.714], [0.756, 1.183, 1.431], [2.859, 0.252, 2.079], [3.094, 1.325, 0.701], [5.270, -2.140, 1.160], [3.535, -2.444, 0.931], [4.119, -1.607, 2.390], [3.909, -1.273, -1.256], [5.576, -0.883, -0.770], [3.386, 1.068, -1.645], [4.900, 0.677, -2.473], [-0.474, -1.374, -0.929], [-2.857, -1.590, -1.455]],
  "lowdin_charge": [-0.0024, -0.5154, 0.0676, 0.1108, -0.2248, -0.0053, -0.0164, -0.2241, 0.1229, -0.4325, 0.0702, -0.1182, -0.2115, -0.0853, -0.2094, -0.1592, -0.2535, 0.1564, -0.0084, -0.0179, 0.0826, 0.0829, 0.0822, 0.1403, 0.1003, 0.1125, 0.1434, 0.1323, 0.1171, 0.0866, 0.0888, 0.0868, 0.1167, 0.1255, 0.1211, 0.1268, 0.0992, 0.1113],
  "orbital_gap_ev": 8.73,
  "lumo_energy_ev": 0.57,
  "smiles": "CC(=O)Nc1ccc(NC(=O)CN(C)CCC#N)cc1",
  "spin_multiplicity": 1
}

=====

{
  "formula": "C14H19B",
  "method": "the ωB97M-V functional and the def2-TZVPD basis",
  "symbols": ["C", "C", "C", "C", "B", "C", "C", "C", "C", "C", "C", "C", "C", "C", "C", "H", "H", "H", "H", "H", "H", "H", "H", "H", "H", "H", "H", "H", "H", "H", "H", "H", "H", "H"],
  "coordinates": [[-2.733, -2.733, -0.536], [-1.670, -1.682, -0.105], [-1.938, -0.374, 0.009], [-0.957, 0.559, 0.403], [0.443, -0.336, 1.209], [1.891, -0.632, 0.613], [2.937, -1.008, 1.508], [4.223, -1.193, 1.072], [4.514, -1.186, -0.277], [3.439, -0.949, -1.156], [2.153, -0.601, -0.708], [1.256, -0.141, -1.768], [-1.151, 1.912, 0.528], [-2.461, 2.614, 0.260], [-0.283, 2.782, 1.400], [-3.260, -2.341, -1.453], [-3.353, -2.747, 0.286], [-2.226, -3.605, -0.673], [-0.597, -1.910, -0.095], [-2.998, -0.110, -0.165], [0.299, -0.575, 2.473], [2.653, -0.979, 2.658], [5.102, -1.380, 1.745], [5.561, -1.294, -0.665], [3.635, -0.911, -2.292], [1.789, 0.611, -2.459], [0.963, -0.960, -2.427], [0.289, 0.217, -1.419], [-2.881, 3.178, 1.193], [-2.281, 3.444, -0.537], [-3.289, 1.999, -0.079], [-1.006, 2.783, 2.191], [0.681, 2.465, 1.585], [-0.092, 3.803, 1.004]],
  "lowdin_charge": [-0.0575, -0.1226, -0.1522, -0.1789, 0.0721, -0.1741, -0.0660, -0.1253, -0.0800, -0.0443, -0.2975, -0.0540, -0.3234, -0.0802, -0.0557, 0.1013, 0.0415, 0.0286, 0.0922, 0.1195, 0.0928, 0.1404, 0.1176, 0.1195, 0.1367, 0.1200, 0.0908, 0.0499, 0.1091, 0.1091, 0.0478, 0.0814, 0.0463, 0.0950],
  "orbital_gap_ev": 7.95,
  "lumo_energy_ev": 0.13,
  "smiles": "C/C=C/C(Bc1ccccc1C)=C(C)C",
  "spin_multiplicity": 1
}

=====

{
  "formula": "C14H19BrO3S3Zn",
  "method": "the ωB97M-V functional and the def2-TZVPD basis",
  "symbols": ["Zn", "C", "C", "S", "C", "C", "S", "C", "C", "S", "H", "H", "H", "H", "H", "H", "H", "H", "H", "H", "H", "H", "C", "O", "H", "H", "H", "Br", "C", "C", "C", "C", "C", "C", "C", "O", "O", "H", "H", "H", "H"],
  "coordinates": [[-0.156, 0.319, -0.504], [-1.915, 2.061, 2.162], [-2.617, 0.725, 1.948], [-2.774, 0.133, 0.250], [-3.722, 1.433, -0.571], [-2.975, 2.692, -1.025], [-1.391, 2.319, -1.818], [-0.255, 3.503, -1.053], [-0.291, 3.653, 0.465], [-0.239, 2.128, 1.460], [-2.497, 2.888, 1.761], [-1.815, 2.223, 3.235], [-2.063, -0.077, 2.439], [-3.614, 0.764, 2.391], [-4.142, 0.926, -1.440], [-4.555, 1.701, 0.081], [-3.595, 3.215, -1.753], [-2.790, 3.374, -0.200], [0.711, 3.096, -1.359], [-0.407, 4.485, -1.505], [0.601, 4.211, 0.749], [-1.147, 4.234, 0.808], [2.566, 0.427, -1.436], [1.420, 1.167, -1.108], [3.399, 1.102, -1.667], [2.414, -0.221, -2.310], [2.903, -0.217, -0.608], [1.480, -3.627, -2.951], [1.967, -3.879, -1.138], [2.844, -4.931, -0.909], [3.278, -5.220, 0.374], [2.840, -4.451, 1.442], [1.977, -3.396, 1.207], [1.519, -3.087, -0.077], [0.601, -1.899, -0.179], [0.454, -1.164, 0.849], [0.029, -1.603, -1.266], [3.185, -5.524, -1.747], [3.962, -6.045, 0.537], [3.176, -4.668, 2.449], [1.634, -2.771, 2.018]],
  "lowdin_charge": [0.4747, -0.4950, -0.5082, 0.9008, -0.5031, -0.4959, 0.9167, -0.5063, -0.4843, 0.9423, 0.0610, 0.0771, 0.0792, 0.0816, 0.0745, 0.0858, 0.0772, 0.0500, 0.0489, 0.0829, 0.0793, 0.0664, -0.2418, -0.4475, 0.0670, 0.0646, 0.0684, 0.8032, -0.5911, -0.1436, -0.0806, -0.0751, -0.0186, -0.1483, -0.6154, -0.0710, -0.0904, 0.0908, 0.1054, 0.1035, 0.1149],
  "orbital_gap_ev": 8.34,
  "lumo_energy_ev": 0.19,
  "spin_multiplicity": 1
}

=====

{
  "formula": "C14H19Cl2N3O4SiTc",
  "method": "the ωB97M-V functional and the def2-TZVPD basis",
  "symbols": ["Tc", "C", "C", "C", "C", "C", "C", "N", "N", "Si", "C", "C", "C", "H", "H", "H", "H", "H", "H", "H", "H", "H", "H", "H", "H", "H", "H", "H", "O", "Cl", "O", "O", "O", "Cl", "C", "C", "C", "C", "N", "C", "H", "H", "H", "H"],
  "coordinates": [[0.246, -0.082, -0.277], [-2.216, -2.786, 0.059], [-2.095, -1.757, 1.131], [-2.790, -1.809, 2.347], [-2.611, -0.820, 3.302], [-1.745, 0.248, 3.079], [-1.088, 0.272, 1.858], [-1.290, -0.717, 0.928], [-0.161, 1.108, 1.308], [0.815, 2.483, 2.022], [0.617, 3.888, 0.822], [0.207, 2.897, 3.728], [2.552, 1.814, 2.073], [-2.894, -3.584, 0.346], [-1.240, -3.225, -0.162], [-2.590, -2.321, -0.856], [-3.463, -2.634, 2.531], [-3.145, -0.880, 4.241], [-1.593, 1.023, 3.814], [-0.408, 4.262, 0.791], [0.934, 3.616, -0.188], [1.252, 4.715, 1.150], [-0.840, 3.209, 3.747], [0.800, 3.745, 4.078], [0.362, 2.080, 4.434], [2.893, 1.490, 1.089], [2.636, 0.981, 2.772], [3.211, 2.617, 2.410], [1.213, -1.751, -1.590], [2.355, -1.153, -0.886], [2.190, 0.303, -1.180], [3.598, -1.669, -1.201], [1.985, -1.222, 0.543], [-1.610, 0.135, -5.474], [-1.540, 0.946, -3.976], [-2.014, 2.244, -3.828], [-1.948, 2.841, -2.577], [-1.400, 2.150, -1.520], [-0.919, 0.900, -1.672], [-0.995, 0.305, -2.881], [-2.428, 2.771, -4.678], [-2.320, 3.844, -2.427], [-1.340, 2.576, -0.531], [-0.607, -0.701, -2.976]],
  "mulliken_spin": [2.2303, 0.0003, 0.0289, 0.1241, -0.0223, 0.1316, -0.0048, 0.0022, 0.3631, -0.0088, 0.0163, -0.0011, 0.0283, -0.0008, 0.0035, 0.0070, 0.0018, 0.0011, 0.0125, 0.0006, 0.0008, 0.0000, 0.0001, 0.0002, -0.0007, -0.0036, 0.0018, 0.0003, 0.0004, 0.0027, 0.0190, -0.0020, 0.0159, -0.0017, -0.0085, 0.0296, -0.0059, 0.0397, -0.0234, 0.0242, 0.0003, -0.0001, 0.0000, -0.0027],
  "orbital_gap_ev": [8.62, 6.39],
  "lumo_energy_ev": [-7.27, -9.61],
  "charge": 2,
  "spin_multiplicity": 4
}

=====

Number 1: DFT total energy -19837.4953 eV, molecular weight 230.311 g/mol. Number 2: DFT total energy -30075.9424 eV, molecular weight 310.306 g/mol. Number 3: DFT total energy -24866.0906 eV, molecular weight 274.324 g/mol. Number 4: DFT total energy -15498.9749 eV, molecular weight 198.118 g/mol. Number 5: DFT total energy -171936.2733 eV, molecular weight 476.798 g/mol. Number 6: DFT total energy -62585.1409 eV, molecular weight 490.315 g/mol.